The following is a DFT calculation (ωB97M-V/def2-TZVPD) of the ion C3H3N2O with charge +1 in a non-equilibrium geometry.

XYZ file:
```
9
Properties=species:S:1:pos:R:3:forces:R:3:nbo_charge:R:1
C -1.51135 -0.42749 0.38069 2.5 0.2 2.0 0.628
C -0.07286 -0.05081 0.01132 -1.8 -0.8 1.7 0.193
C 0.66167 0.35134 -1.13428 3.2 1.0 -1.5 -0.726
N 0.34000 -0.11944 1.23634 0.8 0.2 -0.5 0.033
N -1.71007 -0.68384 1.58722 -3.3 -0.6 -1.8 -0.057
O -0.59457 -0.52593 2.20106 1.3 0.5 -0.3 -0.005
H 1.39162 -0.42226 -1.53373 -1.2 0.4 0.6 0.316
H 1.41000 1.15326 -0.76263 -1.4 -0.9 -0.6 0.317
H 0.08556 0.72516 -1.98599 -0.1 0.0 0.4 0.301
```
Positions in Å, forces in eV/Å.

Charge: +1
Energy above the lowest of the compared OMol25 structures with the same formula, charge and spin (eV): 7.982
SMILES string: Cc1c#[n+]on1
Highest occupied orbital energy (alpha / beta) (eV): -17.71 / -17.71
Gap between HOMO and LUMO (alpha / beta) (eV): 7.52 / 7.51
Electronic energy (eV): -8170.9273
LUMO level (alpha / beta) (eV): -10.19 / -10.19